Molecular formula: C42H86BrN5O13S4
Method: DFT, the ωB97M-V functional and the def2-TZVPD basis

Structure (XYZ):
```
151
Properties=species:S:1:pos:R:3:forces:R:3
C 3.23227 2.98779 6.44880 -1.0 -0.6 0.2
C 2.47291 3.18610 5.00235 -0.8 -0.1 0.6
C 2.40476 4.73774 4.47239 0.9 0.2 -0.1
C 1.74072 4.93385 2.98634 1.1 1.7 0.2
N 0.39421 4.27230 2.79254 1.1 -1.8 -1.9
C 0.29331 3.51572 1.48424 -1.6 -1.4 -2.9
C -1.07639 3.81615 0.57686 2.6 -2.7 -1.7
C -1.35649 3.03573 -0.84763 2.7 -0.2 2.1
C -2.73592 3.39894 -1.69420 0.2 0.1 -0.1
C -3.71842 2.11339 -1.95715 -1.0 0.4 0.2
C -3.99497 1.23846 -0.58321 -0.3 -1.2 -1.9
S -5.15381 2.16011 0.62321 -0.1 -1.3 -0.3
C -6.85929 1.42430 0.36226 -2.3 -0.3 -1.9
S -7.80500 2.02518 -0.96166 2.0 -1.2 2.8
N -7.52494 0.36448 1.21228 2.5 1.7 -0.2
C -6.62497 -0.81879 1.49233 0.3 -1.6 -0.2
C -7.05094 -2.02327 0.43092 -0.6 0.4 0.5
C -8.16149 0.92804 2.46358 -1.3 -0.2 0.9
C -9.40453 -0.11954 2.85201 -0.6 0.3 -0.4
C -0.23365 1.95532 -1.35655 1.3 0.9 2.9
C 1.18531 1.60765 -0.54157 -3.8 3.3 1.9
C 1.37528 2.42743 0.90360 -1.7 -0.5 -1.3
O 2.60902 2.09910 1.65797 -3.0 -0.5 -0.4
N 2.22287 0.63865 -1.05898 -2.4 -0.1 -0.8
C 1.64186 -0.69289 -1.47712 -2.2 -3.9 -1.9
C 2.30721 -2.15934 -1.02258 -1.5 0.2 -1.5
C 3.64482 -2.10034 -0.07039 -0.1 0.9 0.5
C 3.41483 -2.79466 1.43398 0.7 1.5 -0.1
C 1.98458 -2.35812 2.12921 -2.9 -3.6 4.3
N 1.22588 -1.07440 1.87550 2.6 -2.6 -0.5
O 1.44111 -3.19717 3.05470 3.3 4.7 -5.7
C 1.69856 -3.59614 -1.52392 -2.1 3.7 -1.5
C 2.27990 -5.08815 -1.18274 -2.5 -0.2 -0.1
Br 4.26543 -5.29950 -1.47054 -1.2 0.4 0.0
C 1.77378 -5.67841 0.29838 0.1 -1.0 0.0
C 2.91217 -6.66937 0.99866 -0.2 0.0 0.0
C 0.33320 -3.53190 -2.48824 1.3 2.8 0.7
C -0.38099 -2.13729 -2.98581 3.8 -0.3 3.0
N -1.62635 -2.17449 -3.87970 -4.5 -0.5 6.4
C -2.75957 -2.30686 -3.06842 1.6 -0.2 -1.9
S -4.24298 -2.55657 -2.21287 5.3 1.0 -3.0
C 0.30073 -0.73181 -2.47624 1.4 -2.3 1.5
S -0.44380 0.95695 -2.97339 1.0 -1.0 2.4
H 3.48301 1.82847 6.55418 -0.3 2.6 -0.2
H 2.44206 3.21550 7.31000 1.9 -0.3 -1.8
H 4.19820 3.63606 6.58906 -1.9 -1.3 -0.4
H 2.95157 2.43098 4.24451 -0.8 1.8 1.2
H 1.35038 2.81799 5.16983 2.4 0.6 -0.4
H 3.52621 5.14286 4.41540 -2.4 -0.8 0.0
H 1.86114 5.47127 5.24149 1.0 -1.9 -1.5
H 1.55335 6.10599 2.85942 0.5 -2.4 0.3
H 2.53628 4.66280 2.14354 -1.9 0.2 1.9
H 0.09894 3.69655 3.61331 0.5 0.5 -1.2
H -1.88269 4.60530 0.94264 2.0 -1.9 -0.7
H -3.34176 4.23151 -1.09658 1.4 -1.9 -1.0
H -2.50496 3.89874 -2.75331 -0.2 -1.2 2.4
H -3.38648 1.43383 -2.87509 -0.4 1.3 2.3
H -4.77517 2.56272 -2.28360 2.2 -1.0 0.7
H -4.60083 0.27751 -0.93272 1.4 1.9 0.9
H -2.99996 0.89428 -0.05437 -2.1 0.9 -0.9
H -6.77828 -1.17256 2.60591 0.3 0.7 -2.3
H -5.48228 -0.62289 1.33281 -2.1 0.1 0.4
H -6.84134 -1.63146 -0.65981 -0.4 -0.8 2.1
H -8.21978 -2.18156 0.56241 2.4 0.3 -0.4
H -6.51237 -3.04954 0.65255 -1.0 2.3 -0.5
H -7.37193 0.99230 3.33112 -1.5 -0.1 -1.5
H -8.59695 2.01935 2.27771 1.0 -2.5 0.2
H -9.01517 -1.20599 3.07648 -0.6 2.2 -0.3
H -10.16655 -0.22188 1.93907 2.0 0.4 2.1
H -10.05153 0.26365 3.75959 1.6 -0.7 -1.6
H 2.40610 1.38465 2.35481 0.0 1.6 -1.5
H 2.61679 1.09454 -1.92004 -0.3 -0.7 1.0
H 3.91253 -0.96328 0.17760 -0.9 -2.4 -0.9
H 4.62858 -2.51954 -0.60145 -2.5 0.6 1.2
H 4.26239 -2.29984 2.11396 -1.8 -1.1 -1.3
H 3.63193 -3.94428 1.44514 -1.0 2.2 0.1
H 1.85557 -0.45830 1.31497 -1.1 -0.6 0.0
H 0.35561 -1.33928 1.36411 0.9 0.6 0.6
H 1.77703 -5.82949 -1.97261 1.4 1.9 1.6
H 0.84030 -6.39296 0.08997 2.0 1.7 0.3
H 1.37791 -4.84107 1.01335 1.1 -1.5 -1.4
H 2.44746 -7.17010 1.96015 0.9 1.0 -2.0
H 3.88242 -6.10649 1.33172 -1.9 -0.9 -0.6
H 3.26679 -7.50029 0.22286 -1.0 1.8 1.8
H -0.14226 -4.54160 -2.85637 1.0 2.2 0.8
C 0.95172 -3.74801 -6.80399 -0.1 0.1 0.1
O 1.79406 -2.99762 -5.94852 0.0 0.3 0.4
H 1.55292 -4.17310 -7.61109 0.0 0.1 0.2
H 0.48254 -4.55616 -6.23758 -0.1 -0.1 -0.2
H 0.18621 -3.09389 -7.22843 -0.1 -0.2 -0.2
H 1.23324 -2.63315 -5.24285 0.4 -0.2 -0.2
C -2.66391 0.96666 -6.26227 0.2 -0.1 0.1
O -2.54797 -0.38798 -6.65718 0.2 -0.4 0.1
H -3.16562 1.52621 -7.05520 0.1 -0.2 0.1
H -3.25411 1.03042 -5.34484 0.0 0.3 0.0
H -1.66821 1.38558 -6.09759 -0.1 0.3 0.1
H -2.09950 -0.85908 -5.93450 -0.2 0.1 -0.3
C 2.94074 8.67038 1.28886 0.0 0.3 -0.1
O 2.55099 8.91540 2.62770 -0.2 0.4 0.4
H 3.13394 7.60227 1.16487 -0.1 0.2 0.1
H 2.13737 8.97394 0.61320 0.1 -0.1 -0.2
H 3.85124 9.23154 1.06500 0.0 -0.2 -0.2
H 2.38642 9.87034 2.70735 0.1 -0.6 0.0
C -6.74971 -4.33437 3.79419 0.1 -0.2 0.0
O -5.94698 -3.71496 2.80606 0.5 -0.2 -0.2
H -7.56988 -3.66262 4.05807 0.2 0.0 -0.1
H -7.15868 -5.26790 3.40007 -0.2 0.0 0.2
H -6.14570 -4.53493 4.68244 -0.2 -0.1 0.1
H -5.22837 -4.33397 2.59217 -0.3 0.4 0.1
C 6.20887 1.00853 4.71231 0.3 -0.2 0.1
O 6.56538 1.88931 5.76186 0.5 0.3 0.4
H 5.17406 1.20329 4.42110 0.2 0.0 0.1
H 6.86448 1.17802 3.85470 -0.1 -0.1 -0.2
H 6.30014 -0.02478 5.05580 -0.2 0.0 -0.3
H 7.48774 1.69321 5.99879 -0.6 0.2 -0.1
C 5.99524 -8.75531 1.12091 -0.1 0.2 -0.1
O 7.00563 -8.00108 0.47694 0.0 0.5 -0.3
H 6.44374 -9.65133 1.55629 0.0 0.2 -0.1
H 5.54119 -8.15578 1.91366 -0.2 -0.2 0.1
H 5.23673 -9.04808 0.39085 -0.1 -0.2 0.2
H 6.57816 -7.21302 0.10069 0.3 -0.4 0.2
C 5.60768 6.87050 0.03693 0.2 -0.1 0.1
O 6.14439 7.74301 1.01422 0.4 0.0 0.4
H 4.81211 7.38870 -0.50352 0.2 0.0 0.1
H 6.39337 6.58095 -0.66516 -0.2 -0.1 -0.2
H 5.19585 5.98405 0.52542 -0.1 -0.1 -0.2
H 6.84729 7.25613 1.47706 -0.4 0.4 -0.2
C 0.80887 2.37785 -8.03859 0.2 0.0 0.1
O 1.16538 3.25863 -6.98904 0.3 0.1 0.3
H -0.22594 2.57261 -8.32980 0.1 0.0 0.1
H 1.46448 2.54734 -8.89621 -0.1 -0.2 -0.2
H 0.90014 1.34454 -7.69511 -0.1 -0.1 -0.2
H 2.08774 3.06253 -6.75212 -0.4 0.1 -0.1
C 4.13732 0.18501 -7.54532 0.1 -0.1 -0.1
O 4.44936 1.55945 -7.41122 0.3 0.5 -0.2
H 3.23447 -0.03214 -6.96976 0.2 0.1 -0.1
H 3.96058 -0.04837 -8.59810 -0.1 -0.3 0.1
H 4.96493 -0.41653 -7.16158 -0.2 -0.2 0.0
H 5.25403 1.72209 -7.93218 -0.5 0.0 0.3
C 5.20649 -2.88488 5.51527 -0.2 -0.1 0.0
O 4.64246 -1.73547 4.91099 -0.6 0.2 -0.3
H 6.28546 -2.74269 5.61105 -0.2 0.1 -0.1
H 4.77049 -3.02729 6.50708 0.2 -0.2 0.0
H 5.01047 -3.75951 4.89026 0.1 -0.2 0.2
H 3.68532 -1.89070 4.83928 0.4 0.1 0.0
C -11.23633 -1.06274 -1.06551 0.1 0.1 0.0
O -10.63319 -0.41576 0.03997 0.2 0.0 -0.2
H -12.23956 -1.38942 -0.78199 0.2 0.1 0.0
H -11.30597 -0.36503 -1.90361 -0.1 -0.2 -0.2
H -10.63911 -1.93243 -1.35010 -0.2 -0.1 -0.2
H -9.74515 -0.13725 -0.24139 -0.2 0.1 0.3
```
Forces are in eV/Å.

Its LUMO energy is -0.0526 Eh. The electronic energy is -7069.38648 a.u. For the HOMO-LUMO gap, the calculation gives 0.2500 Ha. For the largest force on an atom, the calculation gives 0.157 Eh/bohr. For the energy above the lowest of the compared OMol25 structures with the same formula, charge and spin, the calculation gives 614.5 kcal/mol.

Mulliken atomic charge list, values in e, 2 entries:
1 C -1.00
2 C 0.51